The following is a quantum chemistry calculation of the ion C6H12NO with charge +1 in a non-equilibrium geometry, from the OMol25 dataset.

The geometry in XYZ format:
```
20
Properties=species:S:1:pos:R:3:lowdin_charge:R:1
C -0.48717 -1.29411 -0.25797 -0.3591
C 0.85162 1.03552 0.02801 -0.1266
C 1.66851 1.23615 -1.22047 -0.2072
C -0.13462 -0.20423 0.51524 -0.1178
C -1.45188 -2.39393 0.03806 0.0050
C 1.40815 2.28427 -2.00094 0.0645
N -0.61582 -0.10836 1.97970 0.2150
O -0.01118 -1.26962 -1.47764 0.0948
H 1.74583 1.08968 0.84829 0.1628
H 0.31672 1.96422 0.07521 0.0891
H 2.34158 0.45478 -1.54673 0.1160
H -2.44082 -2.42325 -0.65355 0.1654
H -1.82832 -2.46905 1.02041 0.0528
H -1.04487 -3.33884 -0.29631 0.0929
H 0.37767 -0.39007 -1.72321 0.1107
H 2.09876 2.43920 -2.76046 0.0547
H 0.83120 3.12599 -1.81121 0.0606
H -1.47924 -0.61944 1.98508 0.1348
H -0.69455 0.86550 2.25061 0.1527
H 0.28591 -0.45374 2.54712 0.2390
```

Output
HOMO energy, eV: -13.05
Relative energy (zero: lowest compared OMol25 entry of this formula, charge and spin), kJ/mol: 253.9
Total charge: +1
Orbital gap, eV: 9.4

The following is a quantum chemistry calculation of a cluster of 2 separate species, C6H12NO3 in total in a non-equilibrium geometry, from the OMol25 dataset.

The geometry in XYZ format:
```
22
Properties=species:S:1:pos:R:3:lowdin_charge:R:1
C -2.42988 0.22674 0.14712 -0.2523
C -2.10668 -1.10451 -0.54778 -0.1933
C -1.35929 1.25676 -0.14474 -0.2440
C -0.74518 -1.47654 0.18562 -0.1501
C -0.18145 0.96124 0.66429 -0.1911
C 0.35632 -0.36442 0.17426 -0.3515
N 1.56633 -0.68640 0.04416 -0.0343
O 2.35230 0.37665 0.20867 -0.3029
O 4.77120 -0.30399 -0.00151 -0.1821
O 4.73077 0.67025 -1.08788 -0.1695
H -3.30104 0.50695 -0.28982 0.0597
H -2.43050 0.12095 1.23676 0.1150
H -2.82745 -1.81690 -0.22191 0.0694
H -2.00157 -1.08927 -1.71932 0.1395
H -1.19559 1.26770 -1.34480 0.1713
H -1.80010 2.15621 0.15312 0.0734
H -1.01303 -1.67391 1.26535 0.1108
H -0.32904 -2.38787 -0.21938 0.0789
H 0.76299 1.48987 0.56341 0.0861
H -0.40273 0.99208 1.78814 0.1432
H 3.81379 0.98410 -1.01932 0.0348
H 3.76982 -0.10569 0.16555 -0.0111
```

Output
HOMO energy, eV: -3.83
Relative energy (zero: lowest compared OMol25 entry of this formula, charge and spin), kJ/mol: 695.6
Total charge: -1
Orbital gap, eV: 7.4

The following is a quantum chemistry calculation of the molecule C6H12NO4P in a non-equilibrium geometry, from the OMol25 dataset.

The geometry in XYZ format:
```
24
Properties=species:S:1:pos:R:3:lowdin_charge:R:1
C 0.54023 -0.33634 1.74239 -0.3770
C 0.80096 -0.32788 0.24423 -0.2424
C 0.27130 -1.72923 2.34802 0.0004
C 2.05100 -1.02302 -1.55599 -0.0970
C -1.63365 -0.73839 -1.75964 -0.1424
C -1.08586 2.85680 0.68353 -0.0668
N 1.68130 -1.09455 -0.19051 0.0333
O 0.43463 0.64684 2.42894 0.1007
O 0.74431 2.21468 -1.12382 -0.2376
O -0.81947 0.36797 -1.92198 -0.2416
O -1.26355 1.45471 0.32426 -0.2471
P -0.03190 1.04804 -0.67858 0.5893
H 1.08404 -2.29862 2.09878 0.0385
H -0.73894 -2.11909 2.08409 0.1049
H 0.13759 -1.82197 3.39118 0.0639
H 2.98632 -0.57415 -1.48278 0.0728
H 1.39753 -0.46039 -2.09436 0.0221
H 2.28107 -2.18919 -1.85734 0.1572
H -2.19076 -1.06468 -2.68271 0.1091
H -2.30516 -0.44773 -0.90483 0.1068
H -1.13812 -1.65970 -1.64245 0.0598
H -0.94245 2.69693 1.73055 0.0767
H -2.01878 3.37487 0.52557 0.0968
H -0.24165 3.22410 0.29345 0.0196
```

Output
HOMO energy, eV: -9.59
Relative energy (zero: lowest compared OMol25 entry of this formula, charge and spin), kJ/mol: 307.3
Total charge: 0
Orbital gap, eV: 9.5

The following is a quantum chemistry calculation of a cluster of 2 separate species, C6H12NO6 in total in a non-equilibrium geometry, from the OMol25 dataset.

The geometry in XYZ format:
```
25
Properties=species:S:1:pos:R:3:lowdin_charge:R:1
C 3.43060 -0.81566 1.59679 -0.0609
C 2.59560 -0.60710 0.34549 -0.2547
O 2.19146 0.73935 0.15632 -0.1100
C 1.16659 1.16373 1.02202 -0.1710
N -0.03704 0.40819 0.86186 -0.0768
O -0.51354 0.25491 -0.42603 0.0600
C -0.34098 -0.60045 1.75425 -0.5362
O -0.29280 -0.45566 2.96826 0.0810
O -0.71635 -1.76522 1.16022 0.1152
H 3.55190 -1.88191 1.76733 0.0766
H 4.41860 -0.38862 1.46861 0.0741
H 2.95592 -0.38360 2.47087 0.0676
H 1.73982 -1.28012 0.31959 0.1071
H 3.20742 -0.84710 -0.51861 0.1215
H 1.45840 1.08953 2.06543 0.1247
H 0.99245 2.20919 0.79550 0.1433
H 0.23234 0.10904 -1.02385 0.1171
H -0.49462 -2.46041 1.78186 0.1179
C -3.68259 0.50774 -2.05829 -0.0617
C -3.61035 1.15484 -3.46499 -0.8157
O -3.88564 0.41200 -4.43512 -0.1223
O -3.27196 2.36074 -3.47928 -0.1237
H -3.97750 -0.54138 -2.11819 0.0467
H -2.71102 0.57427 -1.57031 0.0288
H -4.40670 1.04373 -1.43976 0.0514
```

Output
HOMO energy, eV: -3.58
Relative energy (zero: lowest compared OMol25 entry of this formula, charge and spin), kJ/mol: 0.0
Total charge: -1
Orbital gap, eV: 5.9

The following is a quantum chemistry calculation of a structure of composition C6H12NO6S2 in a non-equilibrium geometry, from the OMol25 dataset.

The geometry in XYZ format:
```
27
Properties=species:S:1:pos:R:3:lowdin_charge:R:1
C 1.55884 -0.53654 1.41120 -0.7727
C 1.39299 1.71021 0.52281 -0.0501
C 1.84372 -0.15985 -1.18468 -0.0053
C -1.99185 0.65539 2.26643 -0.1086
C -1.46316 -2.20153 -1.38692 -0.1200
C 1.10298 0.29588 0.18227 -0.3749
N -0.39206 -0.16048 -0.12635 -0.2649
O 2.69729 -0.33305 1.76715 0.0243
O 0.65676 -1.10676 1.95547 -0.0223
O -1.42862 2.02970 0.14874 -0.3323
O -2.90666 0.17841 -0.11393 -0.3171
O 0.56743 -2.60820 -0.06120 -0.3128
O -1.53472 -2.06877 1.26549 -0.3171
S -1.66513 0.62987 0.45101 0.5626
S -0.63158 -1.80910 0.19265 0.6232
H 1.20168 1.88956 1.62268 0.1207
H 0.97285 2.34967 -0.17157 0.0510
H 2.47012 1.71478 0.56334 0.0885
H 1.80316 0.68569 -1.89202 0.0723
H 1.29137 -0.96512 -1.63006 0.0377
H 2.93068 -0.43277 -0.96309 0.1103
H -1.02305 0.93722 2.74913 0.0729
H -2.79270 1.24135 2.57642 0.0291
H -2.28015 -0.37055 2.61327 0.0661
H -0.86602 -2.68108 -2.07262 0.0191
H -2.37608 -2.84699 -1.14538 0.0911
H -1.84476 -1.23527 -1.68348 0.0290
```

Output
HOMO energy, eV: -5.32
Relative energy (zero: lowest compared OMol25 entry of this formula, charge and spin), kJ/mol: 0.0
Total charge: -1
Orbital gap, eV: 8.5

The following is a quantum chemistry calculation of a cluster of 2 separate species, C6H12NP in total in a non-equilibrium geometry, from the OMol25 dataset.

The geometry in XYZ format:
```
20
Properties=species:S:1:pos:R:3:lowdin_charge:R:1
C -0.57325 -1.91564 0.07913 -0.2297
C 0.31585 2.20082 0.88518 -0.3559
C 0.07194 -0.98201 -0.52055 -0.1735
C -2.02722 -1.90598 0.38360 -0.1101
C -0.01634 3.21791 -0.11382 -0.0979
C 1.43656 -1.50044 -1.07031 -0.1061
N 1.37769 1.58550 1.16659 -0.4985
P 2.69636 0.87422 1.17391 0.6622
H -0.25744 -2.92815 0.23626 0.0997
H -0.54601 1.65539 1.38334 0.1172
H -0.25482 0.00928 -0.66414 0.0747
H -2.46898 -2.90037 0.35269 0.0684
H -2.72370 -1.24770 -0.21867 0.0952
H -1.99089 -1.55711 1.37729 0.0518
H -1.11401 3.22516 -0.55255 0.1178
H 0.76010 3.02305 -0.92632 0.0963
H 0.18060 4.18577 0.36772 0.0736
H 2.24979 -0.82564 -0.91319 -0.0245
H 1.31754 -1.81735 -2.06606 0.0462
H 1.56623 -2.39672 -0.36010 0.0931
```

Output
HOMO energy (alpha / beta), eV: -6.15 / -9.21
Relative energy (zero: lowest compared OMol25 entry of this formula, charge and spin), kJ/mol: 1.9
Multiplicity: 3
Total charge: 0
Orbital gap (alpha / beta), eV: 7.1 / 8.3
Expectation value of S²: 2.019

The following is a quantum chemistry calculation of the ion C6H12NS with charge +1 in a non-equilibrium geometry, from the OMol25 dataset.

The geometry in XYZ format:
```
20
Properties=species:S:1:pos:R:3:lowdin_charge:R:1
C 1.05052 1.81900 -0.66220 -0.0818
C 1.33403 0.92123 -1.90124 -0.2268
C 0.19978 -0.09149 -1.86702 0.0366
C -0.02622 0.74329 -0.27032 -0.4476
C -2.00529 -0.59340 2.35617 -0.1634
C -0.81565 -1.29746 1.65394 -0.5190
N 1.63512 -0.41638 -1.57575 0.0568
S 0.53398 -0.18147 1.15190 0.9441
H 1.94594 1.90551 -0.02615 0.1253
H 0.47652 2.67970 -1.05294 0.1397
H 2.06771 1.11567 -2.61516 0.1396
H -0.40819 -0.69541 -2.60253 0.1656
H -1.05352 1.10935 -0.19297 0.1046
H -1.90026 -0.08146 3.33785 0.0877
H -2.42504 0.17791 1.68809 0.0539
H -2.86368 -1.35057 2.28284 0.1035
H -1.23367 -1.91907 0.79863 0.0970
H -0.48073 -2.14835 2.30870 0.0940
H 2.09500 -0.99482 -2.23477 0.1685
H 1.87365 -0.70180 -0.57709 0.1214
```

Output
HOMO energy, eV: -13.22
Relative energy (zero: lowest compared OMol25 entry of this formula, charge and spin), kJ/mol: 322.0
Total charge: +1
Orbital gap, eV: 10.3

The following is a quantum chemistry calculation of a cluster of 2 separate species, C6H12O in total in a non-equilibrium geometry, from the OMol25 dataset.

The geometry in XYZ format:
```
19
Properties=species:S:1:pos:R:3:lowdin_charge:R:1
C 1.18518 -1.52477 -1.71620 -0.2167
C 2.48290 -1.53218 -1.94797 -0.0455
C 0.22850 0.67714 -1.87084 -0.1580
C 0.42456 -0.40976 -1.13963 -0.3299
C -0.31863 -0.88847 0.14792 -0.1280
C -0.67831 1.79384 -1.45392 -0.1603
H 0.54428 -2.38691 -1.91833 0.1035
H 3.19812 -0.69388 -1.92886 0.0577
H 3.06586 -2.42491 -2.21055 0.0377
H 0.77089 0.88627 -2.78887 0.0958
H -1.28600 -1.30027 -0.14792 0.0623
H -0.12971 -0.07218 0.81764 0.0480
H 0.22816 -1.77222 0.52633 0.0579
H -0.72338 1.85036 -0.35156 0.0576
H -1.74422 1.57261 -1.54520 0.0647
H -0.48319 2.83266 -1.71823 0.0557
H -3.03807 1.12342 6.24006 -0.0743
H -1.64087 1.11419 6.93294 -0.0754
O -2.08609 1.15508 6.07318 -0.4530
```

Output
HOMO energy (alpha / beta), eV: 1.42 / -6.34
Relative energy (zero: lowest compared OMol25 entry of this formula, charge and spin), kJ/mol: 215.6
Multiplicity: 2
Total charge: -1
Orbital gap (alpha / beta), eV: 1.7 / 9.6
Expectation value of S²: 0.750

Question: Which formula does entry 1 have?
Answer: C6H12NO

Question: Look up the relative energy (zero: lowest compared OMol25 entry of this formula, charge and spin) of the eighth one.
Answer: 215.6 kJ/mol